No. 1
Below is a cluster of 9 separate species, C28H59BCl16O in total at a distorted geometry, with properties calculated with ωB97M-V/def2-TZVPD.

Values from the calculation:
molecular weight	989.84	g/mol
largest force on an atom	0.0565	Eh/bohr
HOMO	-0.3566	Ha
SMILES	CCCCCCCCCCCCCCCCCCBCCO.ClCCl.ClCCl.ClCCl.ClCCl.ClCCl.ClCCl.ClCCl.ClCCl
spin multiplicity	1
gap between HOMO and LUMO	10.047	eV
E	-233066.60499	eV
lowest unoccupied orbital energy	0.3428	eV

Structure (XYZ):
```
105
C28H59BCl16O, DFT ωB97M-V/def2-TZVPD
Cl -3.902 -5.755 -10.386
Cl -0.708 -6.447 2.016
Cl 1.950 2.213 -0.089
Cl 1.272 -6.271 -0.116
Cl -2.132 -7.969 -6.792
Cl 5.539 4.465 6.047
Cl -1.728 -4.416 -8.978
Cl -3.949 1.485 1.623
Cl -4.898 6.397 2.331
Cl -3.909 4.841 4.590
Cl -2.741 -9.318 -9.303
Cl 2.248 4.071 -2.316
Cl 6.466 1.821 6.852
Cl 3.042 -1.238 -3.521
Cl 1.606 -3.435 -4.790
Cl -1.270 2.604 1.355
O -1.227 6.081 7.214
C 2.891 -2.234 -4.973
C -1.700 0.094 -1.704
C -0.123 4.268 5.666
C -0.246 -2.171 -1.057
C 4.069 2.465 3.423
C 3.924 0.819 3.196
C -0.371 -6.763 0.309
C 2.779 4.913 3.405
C -1.144 4.644 6.910
C 1.209 5.487 3.396
C 2.113 -1.258 2.925
C -2.678 -5.900 -9.119
C -3.472 -3.613 -6.282
C 2.647 3.272 3.308
C -1.801 0.547 -3.289
C -0.230 -0.562 -1.368
C -1.928 -9.448 -7.739
C -0.877 -2.595 0.394
C 1.106 3.254 -1.242
C 0.289 -2.838 1.569
C 2.346 0.393 3.062
C -2.584 -1.772 -4.455
C -1.409 -0.631 -4.359
C 6.195 3.490 7.368
C 1.186 -1.465 1.589
C -2.197 -2.720 -5.769
C -4.354 6.452 4.012
C -2.972 2.957 1.681
B 0.567 5.576 4.939
H -0.862 -9.619 -7.905
H -2.709 -2.394 -3.461
H 3.308 5.155 4.422
H -2.355 -10.287 -7.184
H 3.287 5.387 2.464
H 0.428 2.643 -1.843
H 1.131 6.507 2.810
H -0.373 6.278 7.727
H -1.803 -1.955 -6.595
H -2.237 4.241 6.654
H 4.531 0.192 3.980
H 2.657 -1.590 -5.824
H -3.059 3.403 2.674
H 3.198 -1.710 2.716
H 0.701 3.548 6.139
H 0.867 -2.590 -1.100
H -3.895 -3.159 -7.301
H 1.959 0.883 2.045
H -2.915 0.863 -3.516
H -3.612 -1.190 -4.629
H -1.298 -3.409 -5.472
H -0.324 -2.878 2.590
H 0.515 4.723 2.798
H 5.487 3.495 8.200
H 7.146 3.921 7.690
H -2.602 -0.571 -1.340
H -1.500 -3.591 0.271
H 3.837 -2.750 -5.150
H -3.063 -4.722 -6.428
H 0.405 -0.562 1.552
H -3.340 3.658 0.927
H -5.162 6.843 4.636
H -1.333 -0.117 -5.433
H 2.159 3.054 2.240
H -2.009 -6.729 -9.363
H -1.785 1.107 -1.080
H -1.081 -6.201 -0.303
H 0.662 6.637 5.484
H -0.743 3.577 4.925
H 1.861 -1.390 0.636
H -0.840 -2.725 -1.908
H 0.485 -0.416 -2.314
H -4.289 -3.597 -5.432
H 0.535 4.005 -0.691
H 4.516 2.686 4.482
H -1.570 -1.703 0.753
H 4.829 2.876 2.608
H 0.891 -3.823 1.376
H 0.247 0.102 -0.518
H -0.374 -1.147 -4.179
H 1.826 2.932 4.091
H -3.483 7.108 4.083
H 1.687 -1.738 3.905
H -0.834 4.063 7.900
H 4.442 0.602 2.143
H -0.484 -7.832 0.116
H 1.715 0.719 3.994
H -1.097 1.498 -3.429
H -3.175 -6.096 -8.165
```

Atomic partial charges in e from the Löwdin method, atoms 1 to 4:
1. Cl 0.51
2. Cl 0.51
3. Cl 0.57
4. Cl 0.51

=====

No. 2
Below is the molecule C16H19N5O3 at a distorted geometry, with properties calculated with ωB97M-V/def2-TZVPD.

Values from the calculation:
molecular weight	329.36	g/mol
energy above the lowest of the compared OMol25 structures with the same formula, charge and spin	67.2	kJ/mol
largest force on an atom	0.0260	Eh/bohr
HOMO	-0.2804	Ha
SMILES	CCCn1c(=O)c2c(nc3n2CCN3Cc2ccco2)n(C)c1=O
spin multiplicity	1
gap between HOMO and LUMO	8.241	eV
E	-30494.43752	eV
lowest unoccupied orbital energy	0.6105	eV

Structure (XYZ):
```
43
C16H19N5O3, DFT ωB97M-V/def2-TZVPD
O 0.780 -0.238 -3.305
O 0.972 -4.343 -1.321
O -2.206 4.167 3.110
N -0.545 -0.656 1.133
N -0.295 0.770 -0.578
N 0.858 -2.291 -2.286
N -0.998 1.765 1.290
N 0.216 -2.637 -0.042
C -1.864 1.842 2.447
C 2.913 -2.911 -3.504
C -1.084 2.777 0.238
C -0.549 3.205 4.239
C 0.702 -3.164 -1.223
C -1.691 5.081 3.949
C -0.390 2.142 -0.991
C 1.386 -2.871 -3.515
C -0.655 0.589 0.710
C -0.070 -1.313 0.039
C -1.512 3.021 3.291
C -0.668 4.549 4.670
C 0.598 -0.912 -2.307
C 0.108 -0.465 -1.048
C 0.022 -3.493 1.108
C 3.452 -3.496 -4.802
H 3.292 -1.896 -3.369
H -2.134 6.057 3.943
H -0.970 2.240 -1.911
H -2.917 1.927 2.140
H 0.607 2.562 -1.163
H 0.986 -3.882 -3.608
H 4.539 -3.520 -4.784
H 0.587 -3.101 1.953
H -2.136 3.014 0.027
H -1.035 -3.521 1.373
H -0.585 3.692 0.564
H 0.371 -4.489 0.843
H -0.076 5.044 5.412
H 1.034 -2.247 -4.338
H 0.151 2.474 4.587
H -1.721 0.915 3.004
H 3.242 -3.519 -2.658
H 3.087 -4.510 -4.941
H 3.134 -2.894 -5.650
```

Atomic partial charges in e from the natural (NBO) method, atoms 1 to 4:
1. O -0.63
2. O -0.64
3. O -0.40
4. N -0.55

=====

No. 3
Below is a structure of composition C28H28N8O4PdSSe at a distorted geometry, with properties calculated with ωB97M-V/def2-TZVPD.

Values from the calculation:
molecular weight	758.03	g/mol
energy above the lowest of the compared OMol25 structures with the same formula, charge and spin	86.3	kJ/mol
largest force on an atom	0.0267	Eh/bohr
HOMO (spin up / spin down)	-0.2295 / -0.2739	Ha
spin multiplicity	3
gap between HOMO and LUMO (spin up / spin down)	5.384 / 5.963	eV
E	-129262.20646	eV
lowest unoccupied orbital energy (spin up / spin down)	-0.8613 / -1.4900	eV

Structure (XYZ):
```
71
C28H28N8O4PdSSe, DFT ωB97M-V/def2-TZVPD
Pd 0.384 1.132 -0.117
Se 5.187 7.061 -0.316
S -2.578 0.991 -0.740
O -1.640 1.205 -1.818
O -0.058 1.001 2.783
O -3.615 1.976 -0.552
O -1.636 2.388 3.669
N 0.720 -0.908 -0.693
N 0.379 -1.603 1.450
N -1.747 0.645 0.619
N 3.413 6.939 -0.261
N 0.318 3.251 0.067
N 2.418 1.536 0.056
N 5.424 5.302 -0.198
N 0.944 -3.198 -0.166
C 5.059 2.405 0.052
C -4.697 -4.658 -0.833
C -4.910 -2.229 -0.225
C 1.008 -4.205 0.877
C 3.119 5.670 -0.164
C -2.625 -1.579 -1.651
C 1.557 3.784 -0.013
C 0.124 -2.573 2.497
C -0.092 -3.945 1.889
C 1.006 -2.583 -2.509
C -3.075 -2.890 -1.620
C 4.238 4.759 -0.132
C 4.016 3.322 -0.031
C 1.133 -1.130 -2.070
C -0.725 4.065 0.101
C 1.754 5.166 -0.075
C -0.609 5.451 0.051
C -3.321 -0.602 -0.962
C 4.757 1.067 0.169
C -4.469 -0.919 -0.244
C -4.213 -3.234 -0.899
C 3.422 0.679 0.167
C 0.686 -1.889 0.159
C 0.644 6.007 -0.043
C 1.588 -3.481 -1.434
C 2.697 2.855 -0.008
C -1.125 1.584 2.920
C -2.325 0.999 1.823
H -4.066 -5.320 -1.426
H -0.758 -2.259 3.058
H -2.529 -3.657 -2.157
H 6.080 2.760 0.034
H 0.199 -0.621 1.649
H -5.807 -2.486 0.326
H -1.702 3.599 0.160
H -1.737 -1.295 -2.199
H 1.528 -2.740 -3.454
H -1.498 6.064 0.084
H -3.134 1.727 1.756
H -5.719 -4.738 -1.205
H 1.414 -4.532 -1.670
H 2.675 -3.333 -1.366
H 0.963 -2.603 3.200
H -4.698 -5.016 0.198
H -0.084 -4.710 2.666
H -0.043 -2.847 -2.656
H 0.790 7.078 -0.092
H 3.145 -0.365 0.253
H -1.057 -3.978 1.377
H 2.174 -0.803 -2.193
H -2.597 0.147 2.458
H 0.882 -5.180 0.404
H 0.524 -0.484 -2.706
H 5.533 0.320 0.264
H -5.000 -0.138 0.284
H 1.987 -4.203 1.377
```

Atomic partial charges in e from the Löwdin method, atoms 1 to 4:
1. Pd 0.77
2. Se 1.12
3. S 0.58
4. O -0.35

=====

No. 4
Below is a cluster of 2 separate species, C3H5F in total at a distorted geometry, with properties calculated with ωB97M-V/def2-TZVPD.

Values from the calculation:
molecular weight	60.07	g/mol
energy above the lowest of the compared OMol25 structures with the same formula, charge and spin	154.1	kJ/mol
largest force on an atom	0.0816	Eh/bohr
HOMO	-0.3591	Ha
SMILES	C=C=C.F
spin multiplicity	1
gap between HOMO and LUMO	10.551	eV
E	-5907.03391	eV
lowest unoccupied orbital energy	0.7788	eV

Structure (XYZ):
```
9
C3H5F, DFT ωB97M-V/def2-TZVPD
F 3.181 0.211 0.049
C -0.995 1.187 -0.016
C -0.231 -1.258 -0.045
C -0.632 -0.044 -0.036
H -0.301 2.132 0.230
H -1.962 1.557 -0.122
H 3.889 0.783 -0.402
H 0.045 -1.736 -1.017
H -0.258 -1.860 0.808
```

Atomic partial charges in e from the natural (NBO) method, atoms 1 to 4:
1. F -0.56
2. C -0.49
3. C -0.48
4. C 0.10

=====

No. 5
Below is a structure of composition C15H14ClF6IrN4O4PS, with properties calculated with ωB97M-V/def2-TZVPD.

Values from the calculation:
molecular weight	719.00	g/mol
energy above the lowest of the compared OMol25 structures with the same formula, charge and spin	95.8	kJ/mol
largest force on an atom	0.0169	Eh/bohr
HOMO (spin up / spin down)	-0.5760 / -0.5756	Ha
spin multiplicity	2
gap between HOMO and LUMO (spin up / spin down)	6.978 / 5.324	eV
net charge	+2
E	-81710.46838	eV
lowest unoccupied orbital energy (spin up / spin down)	-8.6948 / -10.3403	eV

Structure (XYZ):
```
47
C15H14ClF6IrN4O4PS, DFT ωB97M-V/def2-TZVPD
Ir 0.485 0.372 -0.003
Cl 0.113 -0.910 5.439
S -0.978 1.949 -0.511
P 3.564 -0.663 -0.618
F 2.056 -1.086 0.224
F 1.859 0.963 -1.256
F 4.288 -1.907 -0.133
F 4.598 0.073 -1.480
F 3.778 0.294 0.591
F 2.802 -1.196 -1.855
O -1.968 -4.006 2.751
O -1.826 -2.854 0.164
O -0.744 -1.050 -0.561
O -1.333 -3.383 4.780
N 0.138 0.157 2.988
N -1.488 0.959 -2.984
N -0.190 -0.208 1.724
N -3.140 0.643 -1.578
C 1.385 2.153 2.246
C -0.215 -0.866 3.806
C -3.647 0.055 -2.837
C -3.937 0.632 -0.361
C 1.995 3.881 3.790
C -1.402 -3.171 3.610
C -0.837 -1.884 3.046
C -1.167 -1.886 0.402
C 0.736 1.448 3.257
C 2.017 3.355 2.506
C 1.297 3.214 4.784
C -2.489 0.287 -3.834
C 0.663 2.007 4.525
C -1.932 1.107 -1.754
C -0.769 -1.420 1.756
H -3.318 0.909 0.490
H -4.764 1.335 -0.447
H -3.858 -1.001 -2.674
H -4.334 -0.371 -0.211
H 0.113 1.531 5.320
H 1.370 1.873 1.185
H 2.516 3.879 1.703
H -1.974 -3.709 1.823
H 2.496 4.815 4.001
H -0.582 1.270 -3.300
H -4.566 0.560 -3.129
H -2.771 0.935 -4.660
H -2.083 -0.642 -4.227
H 1.236 3.630 5.780
```

Atomic partial charges in e from the natural (NBO) method, atoms 1 to 4:
1. Ir 1.37
2. Cl 0.25
3. S 0.26
4. P 2.71